[1]
Computed, not measured: a 2-piece molecular cluster, C3H9NO overall, with the ωB97M-V functional and the def2-TZVPD basis.

Computed properties:
- E_tot: -249.6143 hartree
- Expectation value of S²: 0.753
- HOMO energy (alpha / beta): 0.71 / -2.33 eV
- Energy relative to the best compared isomer or geometry (same formula, charge and spin): 13.7 kcal/mol
- 2S+1: 2
- HOMO-LUMO gap (alpha / beta): 2.783 / 5.751 eV
- Total charge: -1
- LUMO (alpha / beta): 3.5 / 3.4 eV

```
14
Properties=species:S:1:pos:R:3:forces:R:3
O -0.1577 2.1149 2.6675 -0.1 -0.1 0.1
C -0.4377 3.0001 1.7789 -0.2 0.2 -0.4
H -0.1777 4.0608 1.9021 0.3 0.3 0.3
H -1.3017 2.9304 1.0837 0.0 -0.4 0.1
C 1.3113 -2.0862 -0.9734 0.8 0.1 -0.2
C 0.2746 -1.4498 -1.8773 -0.5 -0.3 0.4
N -0.9459 -1.1955 -1.1078 -0.6 -0.2 -0.1
H 0.9795 -3.0382 -0.5687 -0.2 -0.1 0.1
H 2.2431 -2.2818 -1.5268 -0.2 0.0 0.0
H 1.5797 -1.4270 -0.1480 -0.2 0.0 0.0
H 0.6428 -0.4869 -2.2179 0.0 0.1 -0.2
H 0.0829 -2.1176 -2.7329 0.2 0.2 -0.1
H -1.6486 -0.7060 -1.6534 0.3 0.3 0.0
H -1.4199 -2.0646 -0.8761 0.3 -0.1 0.2
```
Positions in Å, forces in eV/Å.

Results of the Löwdin charge analysis, in e, for atoms 1 through 5: atom 1 (O): -0.37, atom 2 (C): -0.49, atom 3 (H): -0.06, atom 4 (H): -0.05, atom 5 (C): -0.13

=====

[2]
Computed, not measured: C4H9N2O2 as an isolated structure at a distorted geometry, with the ωB97M-V functional and the def2-TZVPD basis.

Computed properties:
- E_tot: -417.2215 hartree
- Expectation value of S²: 2.012
- HOMO energy (alpha / beta): -10.65 / -14.58 eV
- Energy relative to the best compared isomer or geometry (same formula, charge and spin): 108.8 kcal/mol
- 2S+1: 3
- HOMO-LUMO gap (alpha / beta): 6.388 / 6.252 eV
- Total charge: +1
- LUMO (alpha / beta): -4.3 / -8.3 eV

```
17
Properties=species:S:1:pos:R:3:forces:R:3
C -0.8730 -0.6377 -2.0005 -3.1 -1.0 -0.1
C 1.0485 1.5864 -0.1654 -2.3 0.5 -0.8
C 1.4881 -0.7946 0.6858 1.7 0.3 -1.0
C -0.7445 -0.0223 0.6307 2.9 3.0 2.9
N -1.6136 -0.6086 -0.1176 -2.9 -1.7 -0.5
N 0.5328 0.1548 0.0643 -1.2 -0.3 -2.0
O -1.7754 -0.9833 -2.6069 1.7 0.5 -0.1
O -2.8924 -0.7361 0.2545 -1.0 0.0 -0.9
H -3.0423 -0.6456 1.2248 0.6 -0.2 -0.6
H 0.5334 2.1105 -1.0426 -0.1 -1.1 1.2
H 0.9659 2.3374 0.6738 0.5 -1.5 -0.5
H 1.9643 1.3634 -0.5998 2.3 0.4 0.0
H 2.4469 -0.7434 0.1028 -0.5 0.4 1.1
H 1.5115 -0.4953 1.7200 0.8 -0.1 0.4
H 1.2621 -1.8626 0.6169 -1.0 0.4 -0.1
H -0.9438 0.2775 1.6818 0.0 -0.6 -0.8
H 0.1317 -0.3004 -1.1226 1.5 1.1 1.9
```
Positions in Å, forces in eV/Å.

Results of the Löwdin charge analysis, in e, for atoms 1 through 5: atom 1 (C): 0.13, atom 2 (C): 0.02, atom 3 (C): -0.01, atom 4 (C): -0.24, atom 5 (N): -0.05

=====

[3]
Computed, not measured: one molecule with the formula C4H5NOS at a distorted geometry, with the ωB97M-V functional and the def2-TZVPD basis.

Computed properties:
- E_tot: -683.5616 hartree
- HOMO energy: -8.40 eV
- Energy relative to the best compared isomer or geometry (same formula, charge and spin): 29.1 kcal/mol
- HOMO-LUMO gap: 9.125 eV
- LUMO: 0.7 eV

```
12
Properties=species:S:1:pos:R:3:forces:R:3
C 2.3019 0.9346 0.1042 -1.2 0.1 -1.9
S 1.5666 -0.7418 -0.0354 -1.1 0.1 0.0
C -0.2227 -0.4356 -0.0320 0.7 1.2 0.2
C -1.4023 -1.1257 0.0709 0.7 1.5 -0.7
N -2.4727 -0.1944 0.0420 2.0 1.4 0.0
C -1.8729 0.9863 -0.0282 -1.5 -0.7 0.5
O -0.5018 0.9362 -0.0899 -1.5 -1.1 0.3
H 3.3292 0.7356 -0.1485 0.5 0.0 0.5
H 1.9507 1.6267 -0.6972 0.0 -0.7 0.5
H 2.0905 1.4196 1.0303 0.3 0.0 0.8
H -1.5217 -2.1913 0.0398 -0.2 -0.1 0.2
H -2.4159 1.9929 0.0784 1.3 -1.8 -0.4
```
Positions in Å, forces in eV/Å.

Results of the Löwdin charge analysis, in e, for atoms 1 through 5: atom 1 (C): -0.38, atom 2 (S): 0.87, atom 3 (C): -0.54, atom 4 (C): -0.13, atom 5 (N): 0.07

=====

[4]
Computed, not measured: C4H16B2BeCl8 as an isolated structure at a distorted geometry, with the ωB97M-V functional and the def2-TZVPD basis.

Computed properties:
- E_tot: -3907.2481 hartree
- Expectation value of S²: 0.753
- HOMO energy (alpha / beta): -13.83 / -13.22 eV
- 2S+1: 2
- HOMO-LUMO gap (alpha / beta): 7.203 / 2.696 eV
- Total charge: +1
- LUMO (alpha / beta): -6.6 / -10.5 eV

```
31
Properties=species:S:1:pos:R:3:forces:R:3
Be 0.7641 0.3881 -2.0467 -2.9 -0.4 0.9
B -1.0869 0.4715 -3.8280 1.9 1.3 -0.2
H -0.4195 -0.3704 -3.7280 3.5 -4.3 0.1
H -0.7434 1.2340 -4.5098 1.4 2.7 -2.2
H -2.0593 0.1266 -4.1437 -3.4 -1.8 -0.7
H -1.1940 0.8295 -2.8158 -0.5 2.3 5.2
B 0.2676 0.1909 0.4159 0.8 0.8 -0.6
H -0.5330 0.1591 -0.3068 -3.8 -0.4 -3.6
H 0.7707 1.1390 0.3050 1.7 4.1 -0.3
H -0.0911 0.0765 1.4271 -1.4 -0.5 3.4
H 1.0297 -0.5188 0.1335 2.8 -3.7 -1.1
C 0.5236 -2.6069 2.5583 -0.7 -0.6 0.5
Cl 0.7285 -3.1182 4.2799 -0.1 0.5 -1.1
Cl -1.1115 -3.2017 2.0078 0.5 0.1 0.0
H 0.4631 -1.5252 2.4385 0.4 -0.4 0.3
H 1.2629 -3.1172 1.9409 -0.1 0.2 0.2
C -1.5295 2.8413 1.9639 -0.2 0.9 -0.5
Cl -2.4129 2.5610 0.3757 0.5 -0.1 1.1
Cl -1.9980 4.4487 2.6296 0.2 -0.9 -0.4
H -1.7531 2.0694 2.7003 -0.1 0.1 -0.4
H -0.4760 2.8939 1.6889 -0.2 -0.1 0.2
C 3.9850 0.9453 0.7603 -0.7 -0.3 0.8
Cl 3.3933 2.4784 1.2677 0.0 1.1 -0.2
Cl 3.4171 0.4411 -0.8968 0.2 0.0 -0.6
H 5.0744 0.9110 0.7475 -0.3 -0.1 -0.2
H 3.5224 0.3106 1.5161 0.4 -0.7 -0.6
C -1.9950 -1.8780 -1.3552 0.3 -0.9 -0.3
Cl -3.1641 -3.1719 -1.1798 0.6 0.3 0.1
Cl -0.3144 -2.4893 -1.7925 -1.4 0.7 0.5
H -2.3516 -1.2021 -2.1324 0.3 0.1 -0.4
H -1.9690 -1.3161 -0.4216 0.4 0.0 0.2
```
Positions in Å, forces in eV/Å.

Results of the Löwdin charge analysis, in e, for atoms 1 through 5: atom 1 (Be): 0.94, atom 2 (B): -0.31, atom 3 (H): -0.08, atom 4 (H): -0.04, atom 5 (H): 0.01

=====

[5]
Computed, not measured: one molecule with the formula C3H7NO2 at a distorted geometry, with the ωB97M-V functional and the def2-TZVPD basis.

Computed properties:
- E_tot: -323.6354 hartree
- HOMO energy: -7.26 eV
- Energy relative to the best compared isomer or geometry (same formula, charge and spin): 91.4 kcal/mol
- HOMO-LUMO gap: 8.108 eV
- LUMO: 0.8 eV

```
13
Properties=species:S:1:pos:R:3:forces:R:3
C -0.1104 1.5988 -0.5842 0.2 -0.2 0.3
N -0.1693 0.7178 0.5784 -1.5 0.9 -1.3
O 0.1594 1.4073 1.7480 0.0 -0.6 0.7
C 0.1933 -0.6128 0.5243 0.8 -0.7 0.3
C 0.0045 -1.4958 -0.4612 -0.3 0.9 -0.1
O 0.4276 -2.7931 -0.3672 0.1 -0.8 -0.3
H 0.9248 1.7125 -0.9238 0.0 0.0 -0.1
H -0.5007 2.5913 -0.3347 0.0 -0.4 0.1
H -0.7125 1.2048 -1.4089 0.1 -0.1 0.2
H -0.5547 1.1417 2.3582 0.4 0.4 -0.3
H 0.6875 -0.9467 1.4339 0.0 -0.1 -0.1
H -0.5054 -1.2663 -1.3856 0.0 0.3 -0.1
H 0.1559 -3.2596 -1.1772 0.2 0.3 0.7
```
Positions in Å, forces in eV/Å.

Results of the Löwdin charge analysis, in e, for atoms 1 through 5: atom 1 (C): -0.05, atom 2 (N): -0.28, atom 3 (O): -0.03, atom 4 (C): -0.11, atom 5 (C): -0.21

=====

[6]
Computed, not measured: a 2-piece molecular cluster, C32H27BF10O2S overall at a distorted geometry, with the ωB97M-V functional and the def2-TZVPD basis.

Computed properties:
- E_tot: -2807.7396 hartree
- HOMO energy: -6.77 eV
- Energy relative to the best compared isomer or geometry (same formula, charge and spin): 91.2 kcal/mol
- HOMO-LUMO gap: 2.138 eV
- LUMO: -4.6 eV

```
73
Properties=species:S:1:pos:R:3:forces:R:3
F -3.1178 2.5531 -4.4148 0.5 -1.8 0.3
C -2.7949 1.2247 -4.1925 0.2 1.1 -0.1
C -3.7958 0.2718 -4.3733 0.6 -0.3 0.3
C -3.4174 -1.0527 -4.1562 -0.7 -0.8 -0.5
F -4.3509 -2.0403 -4.3970 1.2 1.3 0.4
C -2.1461 -1.4277 -3.7473 0.5 0.1 0.3
C -1.1317 -0.4440 -3.5467 -1.3 0.8 0.1
C 0.1555 -0.8904 -3.0799 -0.1 -0.2 -1.7
C 1.4282 -0.4481 -3.5817 1.5 0.7 -0.2
C 2.4681 -1.4190 -3.7273 -0.6 0.2 0.4
C 3.7441 -1.0338 -4.1035 0.8 -0.7 -0.5
F 4.6985 -2.0110 -4.2954 -1.2 1.2 0.3
C 4.1108 0.2938 -4.3351 -0.6 -0.4 0.4
C 3.0849 1.2297 -4.2233 -0.2 1.1 0.0
F 3.4068 2.5646 -4.4024 -0.5 -1.8 0.1
C 1.7611 0.9008 -3.9423 0.2 -0.5 -0.3
C -1.4917 0.9180 -3.8152 -0.1 -0.4 -0.4
H -4.8037 0.5425 -4.6653 0.1 0.0 0.0
H -1.8758 -2.4794 -3.6650 -0.4 0.2 0.2
H 0.1650 -1.8628 -2.5697 0.0 0.3 -0.2
H 2.2114 -2.4728 -3.6262 0.4 0.2 0.3
H 5.1256 0.5757 -4.5923 -0.1 0.0 0.0
H 1.0014 1.6647 -4.0556 0.4 0.0 0.4
H -0.7674 1.7220 -3.7635 -0.4 -0.1 0.3
C 0.9927 1.1653 7.2112 0.2 0.0 0.4
C 0.4325 1.1517 5.8433 -1.0 0.3 -1.0
C -0.7875 1.6444 5.4329 0.4 -0.3 -0.1
C -1.0644 1.4208 4.0310 0.5 -0.2 0.8
C -0.0539 0.7407 3.3997 0.0 0.4 0.4
B 0.1018 0.3838 1.7988 -1.3 -1.3 3.8
C -0.6495 -1.0650 1.7041 0.8 0.9 -0.8
C 0.0662 -2.2381 1.8556 -0.3 -0.8 0.0
C -0.5885 -3.4689 1.7569 0.4 -0.2 0.1
C 0.2074 -4.7402 1.9383 0.1 0.0 0.3
F -0.2027 -5.7230 1.0772 0.4 0.5 0.7
F 1.5410 -4.5288 1.7208 -1.0 -0.5 0.2
F 0.0774 -5.2386 3.2131 0.2 0.2 -1.2
C -1.9570 -3.5439 1.5316 0.0 0.0 -0.1
C -2.6585 -2.3515 1.3930 -0.3 0.3 0.1
C -4.1463 -2.4026 1.1400 -0.1 0.1 0.3
F -4.7160 -1.1620 1.2040 0.2 -1.1 -0.2
F -4.4179 -2.9138 -0.1057 -0.1 0.3 0.8
F -4.7908 -3.1967 2.0519 0.3 0.6 -0.9
C -2.0129 -1.1169 1.4853 -0.6 -0.6 0.0
O -0.6077 1.4725 1.1924 0.6 0.7 -1.9
C 0.2778 1.8741 0.1658 0.7 0.4 1.1
C 0.0217 1.0011 -1.0345 -0.4 -0.5 -1.2
C -0.0018 3.3253 -0.1969 0.2 -0.1 -0.1
C 1.7388 1.5663 0.7964 -0.5 -0.1 -0.2
C 2.8450 1.2886 -0.2195 -0.1 0.3 -0.1
C 2.1489 2.6631 1.7771 0.0 0.3 -0.2
O 1.5020 0.3575 1.5085 0.5 0.4 -1.6
S 1.2739 0.4475 4.4915 -0.9 0.1 0.2
H 0.3099 1.7018 7.8752 0.1 0.0 0.0
H 1.1126 0.1458 7.5980 0.1 0.2 0.0
H 1.9660 1.6662 7.2295 -0.1 -0.1 0.2
H -1.4688 2.1601 6.1132 0.2 -0.2 -0.1
H -1.9896 1.7661 3.5577 0.5 -0.2 0.0
H 1.1276 -2.2107 2.0833 -0.1 0.1 -0.2
H -2.4654 -4.5038 1.4756 0.1 0.2 0.0
H -2.5961 -0.2011 1.4375 0.2 -0.1 -0.2
H 0.5655 1.3543 -1.9168 -0.1 0.1 0.4
H 0.3089 -0.0438 -0.8516 0.1 -0.1 0.3
H -1.0469 0.9874 -1.2829 0.2 0.2 0.3
H 0.6721 3.6560 -0.9962 0.0 0.1 0.1
H -1.0331 3.4109 -0.5544 0.1 0.0 0.1
H 0.1320 3.9711 0.6726 -0.1 -0.1 -0.1
H 2.9942 2.1460 -0.8870 0.1 0.0 0.0
H 3.7835 1.0909 0.3077 -0.1 0.0 0.0
H 2.6109 0.4061 -0.8218 0.0 0.0 0.0
H 2.4485 3.5630 1.2264 0.0 0.0 0.1
H 1.3288 2.9126 2.4611 0.1 -0.1 -0.2
H 2.9997 2.3285 2.3807 -0.2 0.0 -0.1
```
Positions in Å, forces in eV/Å.

Results of the Löwdin charge analysis, in e, for atoms 1 through 5: atom 1 (F): 0.06, atom 2 (C): -0.19, atom 3 (C): 0.12, atom 4 (C): -0.20, atom 5 (F): 0.06

=====

[7]
Computed, not measured: C27H27N10O2Y as an isolated structure at a distorted geometry, with the ωB97M-V functional and the def2-TZVPD basis.

Computed properties:
- E_tot: -1781.6112 hartree
- HOMO energy: -7.33 eV
- Energy relative to the best compared isomer or geometry (same formula, charge and spin): 0.0 kcal/mol
- HOMO-LUMO gap: 6.405 eV
- LUMO: -0.9 eV

```
67
Properties=species:S:1:pos:R:3:forces:R:3
Y 0.2973 0.0892 0.2996 -0.9 -0.2 -0.5
C 2.0984 3.6652 -1.7593 0.0 0.0 0.0
C 1.3353 4.7720 -1.3901 0.0 0.0 0.0
C 0.1076 4.5760 -0.8102 0.0 0.0 0.0
C -0.3596 3.2745 -0.5698 -0.2 0.1 0.0
N 0.3935 2.2142 -0.9052 -0.1 -0.1 0.2
C 1.5900 2.4188 -1.4944 -0.1 0.0 0.0
N -1.6410 3.2037 -0.0480 0.2 0.0 0.0
C -2.2279 2.2181 0.5323 -0.1 -0.2 0.1
N -1.7903 0.9456 0.8524 -0.3 0.2 0.2
C -2.8156 0.2774 1.4824 0.0 0.1 -0.1
N -2.8962 -0.9174 1.9600 0.1 -0.1 0.0
C -1.9257 -1.9019 1.9885 -0.1 0.0 0.0
C -2.2696 -3.0383 2.7389 0.0 0.0 0.0
C -1.4120 -4.1065 2.8148 0.0 0.0 0.0
C -0.2000 -4.0561 2.1276 0.0 0.0 0.0
C 0.0818 -2.9208 1.4107 -0.1 0.1 0.0
N -0.7481 -1.8584 1.3396 0.0 0.2 0.0
C -3.9991 1.1722 1.5607 0.0 -0.2 0.1
C -5.2591 0.9729 2.0908 0.0 0.0 0.0
C -6.1526 2.0348 2.0141 0.0 0.0 0.0
C -5.7835 3.2473 1.4279 0.0 0.0 0.0
C -4.5108 3.4329 0.9008 0.0 0.0 0.0
C -3.6357 2.3672 0.9823 0.1 0.1 -0.1
H 3.0639 3.7653 -2.2326 0.0 0.0 0.0
H 1.7010 5.7753 -1.5651 0.0 0.0 0.0
H -0.5329 5.3970 -0.5240 0.0 0.0 0.0
H 2.1505 1.5272 -1.7548 0.0 0.0 0.0
H -3.2260 -3.0300 3.2403 0.0 0.0 0.0
H -1.6797 -4.9793 3.3961 0.0 0.0 0.0
H 0.5058 -4.8733 2.1422 0.0 0.0 0.0
H 1.0039 -2.8442 0.8453 0.0 0.0 0.0
H -5.5272 0.0290 2.5454 0.0 0.0 0.0
H -7.1512 1.9251 2.4164 0.0 0.0 0.0
H -6.5033 4.0544 1.3861 0.0 0.0 0.0
H -4.2086 4.3659 0.4452 0.0 0.0 0.0
C -1.4229 -1.9798 -1.9162 0.0 0.0 0.0
N -2.1251 -2.3994 -3.1216 0.0 0.0 0.0
C -1.2738 -2.1043 -4.2783 0.0 0.0 0.0
N -0.9559 -0.6769 -4.3762 0.0 0.0 0.0
C -0.2683 -0.2810 -3.1551 0.0 0.0 0.0
N -1.0909 -0.5299 -1.9368 0.1 0.0 0.0
C -2.3634 0.2166 -2.1047 0.0 0.0 0.0
N -3.0776 -0.1707 -3.3136 0.0 0.0 0.0
C -3.3517 -1.6086 -3.2413 0.0 0.0 0.0
C -2.2094 0.0707 -4.4676 0.0 0.0 0.0
H -0.4884 -2.5339 -1.8171 0.0 0.0 0.0
H -2.0554 -2.1728 -1.0467 0.0 0.0 0.0
H -1.7928 -2.4158 -5.1864 0.0 0.0 0.0
H -0.3445 -2.6689 -4.1891 0.0 0.0 0.0
H -0.0495 0.7881 -3.1981 0.0 0.0 0.0
H 0.6578 -0.8429 -3.0521 0.0 0.0 0.0
H -2.1358 1.2842 -2.1373 0.0 0.0 0.0
H -2.9987 0.0174 -1.2413 0.0 0.0 0.0
H -3.8831 -1.9134 -4.1446 0.0 0.0 0.0
H -3.9884 -1.8048 -2.3762 0.0 0.0 0.0
H -1.9854 1.1379 -4.5262 0.0 0.0 0.0
H -2.7367 -0.2266 -5.3758 0.0 0.0 0.0
O 2.7162 2.9046 2.5229 0.0 0.0 0.1
C 2.0604 1.9733 2.2194 0.0 -0.1 0.0
N 1.3949 1.0273 1.9043 0.4 0.4 0.6
C 3.6892 -0.8695 -0.3192 0.1 0.0 -0.1
C 2.2044 -0.9707 -0.6118 1.2 -0.5 -0.5
O 1.8552 -1.8608 -1.4080 -0.2 0.0 0.1
H 4.2794 -1.5711 -0.9149 0.0 0.0 0.0
H 3.8482 -1.0505 0.7488 0.0 0.0 0.0
H 4.0322 0.1566 -0.4877 0.0 0.0 0.0
```
Positions in Å, forces in eV/Å.

Results of the Löwdin charge analysis, in e, for atoms 1 through 5: atom 1 (Y): 1.40, atom 2 (C): -0.05, atom 3 (C): -0.05, atom 4 (C): 0.00, atom 5 (C): -0.31

=====

[8]
Computed, not measured: one molecule with the formula C5H7IN2 at a distorted geometry, with the ωB97M-V functional and the def2-TZVPD basis.

Computed properties:
- E_tot: -601.9044 hartree
- HOMO energy: -8.20 eV
- Energy relative to the best compared isomer or geometry (same formula, charge and spin): 9.8 kcal/mol
- HOMO-LUMO gap: 8.756 eV
- LUMO: 0.6 eV

```
15
Properties=species:S:1:pos:R:3:forces:R:3
C 0.1282 2.6003 0.1033 -2.2 1.5 1.5
C -0.1063 1.1826 -0.0293 -1.2 -3.5 -0.6
N -1.3994 0.7210 -0.2510 0.3 0.0 0.7
C -1.3465 -0.5855 -0.2344 -1.2 -0.3 -1.0
N -0.1101 -1.1126 -0.1508 0.5 3.9 0.4
C 0.2477 -2.4676 0.0188 -1.0 1.0 0.3
C 0.7089 0.0463 0.0005 -1.4 0.6 0.0
I 2.7213 0.0668 0.1470 0.8 -0.3 0.1
H -0.7714 3.2521 -0.0963 0.7 -1.2 -0.4
H 0.3210 2.8951 1.1268 0.5 -0.2 0.5
H 0.9180 2.9056 -0.4704 2.1 1.0 -1.5
H -2.2276 -1.2068 -0.4360 0.5 0.1 0.3
H 1.0312 -2.6621 -0.6208 1.5 -1.1 -1.5
H 0.5293 -2.6263 1.0028 0.9 -0.4 2.0
H -0.6443 -3.0088 -0.1102 -0.8 -1.1 -0.7
```
Positions in Å, forces in eV/Å.

Results of the Löwdin charge analysis, in e, for atoms 1 through 5: atom 1 (C): -0.07, atom 2 (C): -0.40, atom 3 (N): 0.09, atom 4 (C): -0.20, atom 5 (N): -0.15